# C6H10O2S

A structure of composition C6H10O2S in a non-equilibrium geometry (wB97M-V/def2-TZVPD, OMol25).

```
19
Properties=species:S:1:pos:R:3:forces:R:3
C 0.75666 1.02897 2.13643 0.100 -1.918 1.200
H 2.41756 -0.06387 2.93354 -0.623 0.654 -1.070
H -2.15851 -0.46597 0.56647 0.167 0.312 -0.434
H 0.53332 -1.25151 -2.67120 0.018 0.377 -2.597
H -2.38394 -0.50714 -1.19295 0.143 0.194 0.180
H -0.68600 -1.79589 -1.46759 0.851 0.636 -0.212
H 2.54643 0.64707 1.22147 1.288 -0.070 -1.481
C -2.05992 0.13790 -0.36216 -1.905 1.017 0.024
O 1.96189 0.05009 -0.68602 -1.043 -0.893 -0.843
C 1.95954 0.46467 2.04944 -0.244 0.180 2.555
H 1.00171 2.07618 -0.07508 0.701 0.012 0.566
S -0.02955 1.67702 0.68098 -2.033 1.292 -1.429
O -0.83701 2.81190 1.18364 0.553 -1.039 -0.462
H 1.04317 -2.24821 -1.41558 0.133 -0.752 -0.131
C 0.35262 -1.46021 -1.68086 0.000 -2.364 1.849
C -0.70781 0.75655 -0.67827 3.228 -0.674 2.343
H 0.21791 0.80288 3.09324 -0.252 0.755 -1.332
H -2.92736 0.98259 -0.31241 2.204 -1.789 -0.061
C 0.84351 -0.32442 -0.95141 -3.286 4.071 1.335
```
Forces are in eV/Å.

Summary:
Gap between HOMO and LUMO ... 8.4 eV
HOMO energy ... -8.0 eV
Relative energy (zero: lowest compared OMol25 entry of this formula, charge and spin) ... 5.548 eV
Max |F| ... 5.400 eV Å⁻¹

***

# C6H10O2S5

A structure of composition C6H10O2S5 in a non-equilibrium geometry (wB97M-V/def2-TZVPD, OMol25).

```
23
Properties=species:S:1:pos:R:3:forces:R:3
C 0.82009 -0.75098 -1.78151 -1.343 -0.438 -1.450
S -0.30231 3.88337 0.02326 -0.354 -0.747 -1.483
H -1.67097 -3.14139 1.26243 -1.267 -0.452 -0.673
S 0.37875 3.62801 -2.89913 -0.021 0.895 -1.598
O -0.30082 -0.28672 1.63711 0.593 -0.973 0.161
C 0.02024 2.91945 -1.54319 0.877 -1.424 3.335
S 2.29047 -0.35437 2.42927 0.005 -0.915 0.092
H 1.49639 -1.29410 -2.57162 -1.420 0.903 1.604
H -0.24746 -1.30393 -1.68328 2.494 1.329 -0.426
H 0.13249 -2.16911 2.42396 -0.038 0.259 -0.611
S 0.65928 1.95712 2.32479 -0.299 0.007 -0.040
O 0.20566 1.62327 -1.18433 -0.517 0.078 -1.212
H -2.50029 -1.33361 0.71811 2.133 -2.716 2.109
S -1.04485 2.42245 1.21264 -0.012 0.525 0.748
H 0.19718 -2.04404 0.60890 -0.165 0.288 0.534
C -0.33185 -1.71793 1.52476 -0.883 -0.041 0.183
H -0.12264 0.70189 -3.07503 1.251 0.582 0.702
C 0.66713 0.72656 -2.25989 0.444 0.269 -0.627
H -2.30015 -2.06348 2.65409 1.332 0.190 -3.538
C -1.80749 -2.09138 1.47644 -1.874 1.876 1.884
C 0.81293 0.21650 2.08576 0.393 2.080 -0.212
H 1.67184 1.23978 -2.57113 -1.846 -1.392 0.054
H 1.27636 -0.76739 -0.81242 0.514 -0.183 0.465
```
Forces are in eV/Å.

Summary:
Gap between HOMO and LUMO ... 8.7 eV
HOMO energy ... -8.5 eV
Relative energy (zero: lowest compared OMol25 entry of this formula, charge and spin) ... 0.000 eV
Max |F| ... 4.047 eV Å⁻¹

***

# C6H10O3

A cluster of 3 separate species, C6H10O3 in total in a non-equilibrium geometry (wB97M-V/def2-TZVPD, OMol25).

```
19
Properties=species:S:1:pos:R:3:forces:R:3
C 0.61918 -0.03624 0.03153 -0.982 -0.347 0.995
C -0.38157 -2.60252 1.72926 -0.001 0.034 -0.097
C -0.32004 2.77062 -1.24720 0.103 -0.072 -0.008
H 0.75936 2.74760 -1.30216 -0.034 0.011 0.154
H -0.82796 3.61698 -1.71119 -0.035 -0.145 0.026
H 1.75775 -1.40115 -1.14812 -0.072 0.029 -0.016
O 1.67485 0.74065 0.29261 -0.224 -0.278 0.166
C 0.79861 -0.88450 -1.18473 0.077 -0.083 0.143
H -0.32812 -3.40880 2.46555 -0.028 0.191 -0.008
H 1.17443 -1.31281 2.50322 0.031 0.049 -0.026
H 0.78795 -0.23094 -2.06056 -0.025 0.059 0.060
H -2.58490 0.98245 -0.05797 0.011 0.039 -0.063
H -0.01790 -1.59749 -1.25794 0.049 0.026 0.032
C 0.42294 -1.56702 1.76404 0.486 -0.819 0.309
H 1.43761 1.31724 1.03754 -0.057 -0.010 -0.116
O -2.34125 1.63688 -0.72615 0.275 -0.070 0.304
O -0.48579 0.16206 0.60498 1.200 0.387 -1.049
C -1.00703 1.78803 -0.68885 -0.863 0.983 -0.793
H -1.13812 -2.72103 0.95616 0.087 0.018 -0.011
```
Forces are in eV/Å.

Summary:
Gap between HOMO and LUMO (spin up / spin down) ... 8.7 / 8.0 eV
HOMO energy (spin up / spin down) ... -8.1 / -7.7 eV
Relative energy (zero: lowest compared OMol25 entry of this formula, charge and spin) ... 6.883 eV
Max |F| ... 1.641 eV Å⁻¹

***

# C6H10O3

An isolated molecule of C6H10O3 in a non-equilibrium geometry (wB97M-V/def2-TZVPD, OMol25).

```
19
Properties=species:S:1:pos:R:3:forces:R:3
O 3.00405 0.90007 0.35491 0.013 0.143 -0.158
H -3.42826 -0.95795 0.08469 0.096 0.080 0.064
H 0.52368 -1.04928 1.24699 0.034 0.040 0.094
C 1.58784 -0.84414 1.13803 -0.018 0.070 -0.418
H 0.77346 2.24697 0.21063 0.107 0.047 -1.116
C -0.93498 0.89805 0.41723 -0.514 -0.985 -0.773
H 2.06456 -1.73584 0.73045 0.092 -0.098 -0.024
C 0.30712 1.34184 -0.17187 3.377 -2.169 1.158
H -1.19646 1.28406 1.39714 0.087 0.154 -0.044
C 1.78686 0.30519 0.19681 -1.643 0.755 1.239
H -0.81716 -0.18694 -2.01515 -0.060 -0.151 0.057
H -2.53044 -0.61480 -2.02124 -0.001 -0.038 0.065
H -1.34759 -1.73337 -1.31625 0.021 0.003 -0.047
O 1.23473 0.35266 -0.99849 -1.644 1.660 -0.182
C -1.60251 -0.67761 -1.44229 -0.013 0.191 -0.097
O -2.86564 -0.38167 0.61462 -0.248 -0.206 0.043
H 3.16112 1.47699 -0.40358 -0.020 -0.006 -0.029
H 2.05052 -0.61317 2.09491 -0.100 0.005 0.023
C -1.77092 -0.01107 -0.11754 0.434 0.505 0.148
```
Forces are in eV/Å.

Summary:
SMILES string ... C/C(O)=C\[C@@H]1O[C@@]1(C)O
Gap between HOMO and LUMO ... 8.0 eV
HOMO energy ... -7.2 eV
Relative energy (zero: lowest compared OMol25 entry of this formula, charge and spin) ... 3.269 eV
Max |F| ... 4.177 eV Å⁻¹

***

Number 1: total energy -21307.9449 eV. Number 2: total energy -64652.9483 eV. Number 3: total energy -12519.8894 eV. Number 4: total energy -12523.5042 eV.